The following is a quantum chemistry calculation of 8 unconnected molecules or ions with the total composition C32H88N8O8 at a distorted geometry, from OMol25.

Energy: -2311.61692 a.u.
Charge: 0
HOMO-LUMO gap: 9.29 eV
Molar mass: 713.10 g/mol
SMILES: COC[C@H](C)N.COC[C@H](C)N.COC[C@H](C)N.COC[C@H](C)N.COC[C@H](C)N.COC[C@H](C)N.COC[C@H](C)N.COC[C@H](C)N
HOMO energy: -8.9 eV
LUMO: 0.0151 hartree
Energy relative to the best compared isomer or geometry (same formula, charge and spin): 149.13 kcal per mole

CARTESIAN COORDINATES (ANGSTROEM)
C  6.315  -6.096  -7.715
O  6.585  -6.364  -6.360
C  5.944  -7.573  -5.889
C  4.407  -7.500  -5.906
C  3.849  -6.190  -5.272
N  3.862  -8.626  -5.206
H  7.250  -5.858  -8.223
H  5.815  -5.128  -7.694
H  5.724  -6.856  -8.226
H  6.288  -8.472  -6.400
H  6.340  -7.751  -4.889
H  4.052  -7.621  -6.929
H  4.025  -5.232  -5.760
H  4.369  -6.140  -4.315
H  2.846  -6.352  -4.875
H  4.493  -9.414  -5.227
H  3.084  -8.912  -5.783
C  -5.540  -7.009  5.234
O  -5.270  -8.332  4.716
C  -4.063  -8.977  5.099
C  -3.822  -10.032  3.982
C  -3.509  -9.305  2.631
N  -5.034  -10.852  3.805
H  -5.353  -7.103  6.304
H  -6.592  -6.788  5.051
H  -4.901  -6.222  4.834
H  -3.265  -8.244  5.218
H  -4.342  -9.558  5.978
H  -2.940  -10.656  4.121
H  -4.271  -8.784  2.052
H  -3.218  -10.132  1.983
H  -2.744  -8.562  2.858
H  -5.790  -10.219  3.588
H  -5.283  -11.360  4.641
C  -1.437  2.814  -1.028
O  -1.538  1.474  -0.356
C  -1.090  0.323  -1.087
C  -1.540  -0.952  -0.291
C  -1.201  -2.335  -0.969
N  -2.986  -0.900  -0.101
H  -2.026  3.488  -0.406
H  -1.960  2.724  -1.980
H  -0.431  3.230  -1.083
H  -1.468  0.247  -2.106
H  -0.003  0.242  -1.120
H  -1.155  -0.831  0.722
H  -1.065  -2.302  -2.050
H  -1.935  -3.113  -0.759
H  -0.219  -2.763  -0.763
H  -3.280  -1.562  0.603
H  -3.054  0.080  0.131
C  -1.306  0.349  6.821
O  -1.893  0.356  8.089
C  -2.801  -0.661  8.353
C  -3.516  -0.560  9.735
C  -2.628  -0.240  10.906
N  -4.203  -1.777  10.097
H  -0.828  -0.615  6.642
H  -0.656  1.212  6.681
H  -2.044  0.464  6.028
H  -3.582  -0.797  7.605
H  -2.204  -1.570  8.278
H  -4.087  0.359  9.600
H  -3.221  -0.143  11.815
H  -2.185  0.726  10.662
H  -1.820  -0.971  10.935
H  -5.071  -1.805  9.582
H  -4.456  -1.836  11.073
C  5.212  4.270  -1.608
O  4.361  5.486  -1.530
C  4.897  6.527  -0.667
C  4.906  6.239  0.784
C  3.698  5.583  1.511
N  5.263  7.439  1.546
H  5.338  3.801  -0.632
H  6.190  4.565  -1.988
H  4.733  3.474  -2.177
H  5.801  6.991  -1.062
H  4.219  7.372  -0.788
H  5.815  5.675  0.992
H  3.401  4.659  1.017
H  2.813  6.202  1.365
H  3.716  5.289  2.561
H  5.442  7.052  2.462
H  4.384  7.936  1.560
C  6.934  -1.820  -2.674
O  6.129  -1.916  -1.543
C  6.892  -2.510  -0.406
C  6.015  -3.037  0.745
C  5.363  -2.022  1.723
N  6.867  -3.843  1.622
H  7.241  -2.829  -2.947
H  7.783  -1.182  -2.430
H  6.317  -1.414  -3.476
H  7.470  -3.319  -0.852
H  7.696  -1.897  0.000
H  5.249  -3.706  0.352
H  6.073  -1.324  2.165
H  5.040  -2.630  2.568
H  4.688  -1.219  1.429
H  7.316  -3.264  2.317
H  7.567  -4.289  1.046
C  -9.262  0.618  -6.773
O  -8.480  1.226  -5.855
C  -7.324  0.486  -5.506
C  -7.708  -0.716  -4.511
C  -8.208  -0.131  -3.244
N  -6.527  -1.473  -4.217
H  -9.832  -0.185  -6.304
H  -8.687  0.241  -7.620
H  -9.909  1.409  -7.153
H  -6.826  0.160  -6.419
H  -6.642  1.179  -5.014
H  -8.407  -1.414  -4.970
H  -8.035  -0.742  -2.358
H  -9.297  -0.174  -3.269
H  -7.899  0.899  -3.069
H  -6.908  -2.344  -3.877
H  -5.945  -1.139  -3.462
C  1.426  15.611  -2.789
O  1.328  14.575  -1.795
C  0.137  13.730  -1.654
C  0.612  12.319  -1.328
C  -0.490  11.179  -1.330
N  1.136  12.339  0.025
H  0.524  15.776  -3.378
H  2.186  15.270  -3.492
H  1.625  16.594  -2.363
H  -0.570  14.218  -0.982
H  -0.306  13.652  -2.647
H  1.468  12.073  -1.957
H  -0.302  10.320  -0.686
H  -0.587  10.782  -2.341
H  -1.482  11.584  -1.134
H  0.348  12.365  0.656
H  1.590  13.233  0.145